Computed, not measured: a structure of composition C26H32AsCl2N3O2S6Si2Ta, with ωB97M-V/def2-TZVPD.

```
75
Properties=species:S:1:pos:R:3:forces:R:3
Ta 0.86624 0.68773 1.37618 0.0353 -0.5031 -0.3533
S 4.87097 -0.41876 3.70753 0.1984 0.1976 -0.2178
C 3.58294 0.08165 2.83990 -0.4216 -0.4493 0.4840
S 2.54200 1.42304 3.15558 0.0484 0.1745 -0.0906
S 2.78220 -0.86625 1.60328 0.0283 0.1272 -0.1261
S -1.54547 1.13714 0.46508 -0.0968 -0.0457 0.0665
C -2.48273 -0.35452 0.34385 0.0195 -0.0383 0.0703
C -3.57931 -0.43534 1.21610 -0.0254 0.0501 -0.0290
C -4.47297 -1.49403 1.19108 -0.3169 0.0919 0.3641
C -5.56923 -1.51819 2.14439 0.3584 0.0404 -0.3077
N -6.42212 -1.51742 2.91516 0.0388 -0.0033 -0.0265
C -4.30146 -2.52121 0.25825 -0.3472 -0.4091 -0.0198
C -3.21533 -2.46233 -0.59923 0.1223 -0.0128 -0.0989
C -2.29133 -1.41771 -0.55854 -0.1091 -0.0427 -0.0018
S -0.94691 -1.45860 -1.70795 0.0538 0.0149 0.1314
C -5.21986 -3.64183 0.18707 0.3280 0.4192 0.0762
N -5.93806 -4.53776 0.13205 0.0128 0.0034 -0.0312
H -3.73006 0.36621 1.92713 -0.0223 -0.0146 -0.0522
H -3.07803 -3.25838 -1.31911 0.0215 0.0306 0.0119
Cl -0.42416 -0.33873 3.43892 -0.5054 -0.0680 0.5491
C -1.67970 0.85453 3.78712 0.0762 -0.0864 0.0111
C -2.81965 0.38751 4.41251 0.1230 -0.1452 0.0443
C -3.84756 1.27185 4.68828 -0.0384 0.0493 0.0244
C -3.70600 2.60291 4.33177 -0.0022 0.0447 -0.0154
C -2.54961 3.03803 3.70458 -0.0040 0.0091 0.0083
Cl -2.45280 4.71473 3.26347 0.0073 -0.0278 0.0022
C -1.48347 2.18025 3.39640 0.0699 0.0757 -0.0976
S -0.04420 2.76338 2.58706 -0.0733 -0.0222 0.0996
H -2.90212 -0.66176 4.66388 -0.0004 0.0149 -0.0057
H -4.75529 0.92280 5.16275 0.0318 0.0034 -0.0201
H -4.49656 3.31639 4.52443 0.0304 -0.0215 -0.0074
C 4.59158 0.00971 -1.18529 0.2244 0.0520 0.1301
Si 3.59292 1.42590 -1.85606 -0.1779 -0.0113 0.1313
C 2.88203 0.99241 -3.52683 -0.0513 0.0083 -0.1733
C 4.73129 2.90498 -1.97297 0.1352 0.0722 0.0366
As 1.74775 1.96002 -0.51724 0.3397 0.4676 -0.3277
Si 0.35718 3.41489 -1.72112 0.0609 -0.1766 0.0144
C -0.76668 2.43799 -2.84971 -0.1170 -0.1590 -0.0411
C 1.44391 4.51759 -2.77666 0.1501 0.1170 -0.0798
C -0.58895 4.53252 -0.57412 -0.0993 0.1158 0.0349
H 5.58862 0.05025 -1.64358 -0.1030 -0.0384 0.0318
H 4.13279 -0.94651 -1.41800 -0.0336 -0.1084 0.0157
H 4.70877 0.06743 -0.09825 0.0394 0.0125 -0.1956
H 3.65931 0.56381 -4.16964 -0.0671 0.0297 0.0017
H 2.46049 1.86879 -4.03315 0.0399 -0.1819 0.0591
H 2.08931 0.25226 -3.38492 0.0504 0.0330 -0.0647
H 5.37844 2.81046 -2.85318 -0.0326 0.0165 0.0775
H 5.36778 2.93221 -1.08288 -0.0462 0.0514 -0.0643
H 4.19489 3.85063 -2.03471 -0.0010 0.0214 -0.0360
H -0.36625 2.42025 -3.86827 -0.0173 -0.0403 0.0581
H -1.76257 2.89186 -2.87686 0.0428 -0.0340 -0.0292
H -0.87137 1.40871 -2.48949 -0.0204 0.1625 -0.0803
H 2.12247 3.95080 -3.42216 -0.0681 0.1179 0.0912
H 2.03391 5.20047 -2.15593 -0.0269 -0.0763 -0.0992
H 0.79275 5.11978 -3.42190 0.0688 -0.0189 0.0410
H -1.37618 4.00812 -0.03113 0.0329 0.0137 0.0037
H -1.04798 5.32317 -1.18406 0.0230 -0.0785 0.0994
H 0.07526 4.99828 0.15789 -0.0518 -0.0123 -0.0241
O 1.57529 -1.39027 -1.25197 0.1507 -0.0334 -0.1189
C 0.47796 -1.80350 -0.51640 -0.0589 0.1267 0.1619
O 0.25168 -1.09293 0.62799 0.1525 -0.0746 -0.2504
C 0.70440 -3.31271 -0.10628 -0.1102 -0.0953 0.0343
N 1.91699 -3.86752 -0.75884 -0.1439 -0.0151 -0.0345
C 1.57213 -5.16773 -1.36175 0.0233 0.0716 0.0480
C 0.34654 -5.64462 -0.59232 -0.0426 0.0067 0.0459
C -0.40669 -4.32984 -0.38928 0.0124 0.0097 -0.0109
H 0.88048 -3.23876 0.96565 -0.0022 -0.0306 0.0671
H 2.65047 -3.97235 -0.07271 0.0371 0.0057 0.0295
H 2.08110 -2.22651 -1.40220 0.0037 0.1388 -0.0158
H 2.42164 -5.84775 -1.31183 0.0252 0.0067 0.0097
H 1.31923 -5.02724 -2.41495 0.0050 0.0310 -0.0391
H 0.64821 -6.07285 0.36795 -0.0062 0.0094 -0.0102
H -0.23731 -6.39181 -1.13271 0.0106 0.0194 0.0201
H -1.14149 -4.36213 0.41434 -0.0072 0.0030 -0.0115
H -0.92246 -4.06357 -1.31338 0.0154 0.0075 0.0214
```
Positions in Å, forces in eV/Å.

Summary:
gap between HOMO and LUMO: 6.37 eV
calculated total energy: -204256.3042 eV
LUMO energy: 1.36 eV
relative energy (zero: lowest compared OMol25 entry of this formula, charge and spin): 112.29 kJ/mol
total charge: -1

Computed, not measured: a cluster of 16 separate species, C49H108Cl22O15 in total, with ωB97M-V/def2-TZVPD.

```
194
Properties=species:S:1:pos:R:3:forces:R:3
C -0.51018 -0.60135 6.19491 -0.8193 -0.2992 0.5214
Cl -1.85759 -1.78152 6.36614 0.3205 0.1772 -0.1152
Cl 0.33388 -0.82989 4.64317 -0.1178 0.3517 0.5988
H -0.98742 0.37355 6.29446 0.2961 -0.0230 -0.6037
H 0.11956 -0.75195 7.07174 0.3483 -0.1616 -0.5302
C 0.12731 -0.59900 0.70052 -0.5232 0.1663 -0.1065
Cl 1.16224 0.83870 0.92347 -0.3904 -0.1305 -0.1294
Cl -0.31001 -0.88957 -1.01355 0.5933 -0.0674 0.3934
H 0.66868 -1.41128 1.18551 -0.1687 -0.1535 -0.5669
H -0.85421 -0.44660 1.14940 0.3901 0.2330 0.3508
C 4.58556 0.22530 0.27550 -0.0182 -0.1434 -0.3057
Cl 4.30556 0.42038 -1.51638 0.0649 0.0466 1.2757
Cl 4.01750 -1.38317 0.82563 0.2378 0.2974 -0.1434
H 5.65364 0.32657 0.46801 -0.2598 -0.2297 -0.1635
H 4.06220 0.95559 0.89264 -0.0366 -0.0043 -0.6668
Cl -3.89938 4.39881 -5.62811 -0.0683 0.3661 0.0313
C -4.50737 4.42559 -3.93283 -0.0401 0.2330 -0.9083
C -4.28766 3.05984 -3.36136 -0.2332 -0.1582 0.7269
Cl -2.60182 2.87324 -2.79534 -0.1280 -0.1178 -0.1485
H -5.56143 4.69656 -3.99294 -0.0096 -0.2653 0.0196
H -3.99701 5.23031 -3.40363 0.1263 -0.2754 0.0339
H -4.47712 2.25110 -4.06715 -0.0674 0.2614 -0.0265
H -4.94844 2.92028 -2.50578 0.1248 -0.1050 0.0740
Cl -0.33240 -1.73522 -7.21137 0.2470 0.0020 -0.4483
C -0.83947 -0.33045 -6.23770 -0.3753 -0.5551 -0.0298
C -2.28124 -0.57759 -5.82058 -0.4338 0.9674 0.3027
Cl -3.43941 -0.06987 -7.11760 0.2421 -0.1218 0.2176
H -0.73000 0.57332 -6.83711 -0.1253 -0.1246 0.0301
H -0.15575 -0.24064 -5.39356 -0.1747 -0.0884 0.0907
H -2.51343 0.05177 -4.96147 -0.0143 0.1572 -0.0136
H -2.58195 -1.58922 -5.54803 0.5346 -0.0323 -0.2228
Cl 3.08921 -7.01860 0.65821 -0.1296 -0.0278 0.2653
C 2.29196 -5.59485 1.39130 -0.5004 -0.3702 0.4697
C 2.56530 -4.39387 0.57399 0.6774 0.3534 -1.2640
Cl 2.01657 -4.64236 -1.13411 -0.0987 0.1648 0.3070
H 2.74420 -5.46089 2.37397 -0.2008 -0.0709 0.0490
H 1.21902 -5.76813 1.47426 0.1237 -0.3019 0.1008
H 3.64957 -4.29101 0.53063 -0.0964 0.4257 -0.1859
H 2.08467 -3.45910 0.86258 0.0427 -0.2975 0.4320
Cl -2.61531 1.85617 0.41602 2.5598 1.4122 0.6859
C -4.00645 0.99133 -0.00468 -1.3712 -0.2672 -0.3675
C -4.63083 0.44927 1.25309 -0.5510 -0.5520 -0.4204
Cl -3.59167 -0.85774 1.88817 0.0282 -0.2102 0.2700
H -3.71135 0.21809 -0.71399 -0.3362 -0.0943 0.0805
H -4.66173 1.71608 -0.48784 -0.3105 -0.3641 -0.0559
H -5.59291 -0.00295 1.01228 -0.0503 0.0430 0.0865
H -4.74276 1.18639 2.04821 0.0801 0.0297 -0.2186
Cl -2.58271 -5.65776 3.16592 0.5937 -0.4759 0.9038
C -3.27541 -4.26099 2.37097 0.0216 -0.8343 -1.7367
C -3.03519 -4.44109 0.84801 -0.5794 1.0241 1.0924
Cl -1.32533 -4.22158 0.41581 0.0633 -0.0707 -0.0254
H -2.83914 -3.32008 2.70630 -0.2024 -0.2597 0.2485
H -4.34848 -4.37201 2.52691 0.0412 0.6152 0.1247
H -3.59579 -3.60818 0.42364 0.0782 -0.1885 -0.5735
H -3.38087 -5.41108 0.49063 0.0837 0.1819 0.0458
Cl 1.63444 -2.26215 -4.56469 -1.0178 0.7905 -0.2806
C 2.91020 -3.39491 -4.27379 1.7031 0.1187 -0.1664
C 3.43146 -4.01813 -5.56938 -0.4699 -0.2107 0.0332
Cl 4.97299 -4.85520 -5.21345 -0.1707 -0.1544 -0.0041
H 2.59838 -4.08562 -3.49034 0.2499 -0.0936 -0.4357
H 3.72940 -2.76670 -3.92399 0.0101 -0.2998 0.4766
H 3.66975 -3.28737 -6.34224 -0.1633 0.1859 0.3222
H 2.71219 -4.71770 -5.99523 0.1799 -0.1602 0.0890
Cl -3.73401 -3.69920 -3.88588 -0.3379 0.2035 0.4436
C -2.14299 -4.12275 -3.17715 0.0393 0.2751 -0.9740
C -1.13870 -4.09892 -4.30299 1.1642 -0.7279 0.4453
Cl -1.25688 -5.55825 -5.33460 -0.0228 0.1125 -0.0029
H -2.24693 -5.11802 -2.74503 0.1653 0.1515 -0.0462
H -1.80563 -3.41215 -2.42260 -0.4915 0.1209 0.0455
H -0.16400 -4.12549 -3.81581 0.1066 -0.2891 -0.1043
H -1.06158 -3.24767 -4.97939 -0.6976 0.0623 0.2831
Cl -2.28071 2.18176 4.42922 -0.0079 0.3362 0.1976
C -1.07779 3.00762 3.38788 -0.1843 0.4897 -0.3252
C -0.09166 3.86510 4.16665 -0.8546 -1.5880 1.6954
Cl 1.20436 4.38837 3.14977 0.5638 0.5098 -0.4187
H -1.60609 3.68987 2.72189 -0.1944 -0.5517 -0.2621
H -0.60831 2.17167 2.86933 0.2176 0.4599 -0.2022
H 0.28162 3.21603 4.95878 0.5230 0.0335 0.0007
H -0.56043 4.67790 4.72135 -0.0835 0.2511 -0.5527
C 5.02199 8.45915 -0.92458 -1.2164 -1.4390 0.4366
O 4.22840 7.38088 -1.55597 1.1657 1.5836 -0.2575
C 4.80121 6.09817 -1.44913 -1.0472 0.1224 0.8220
C 3.91563 5.02366 -2.10174 -0.6223 0.7549 -0.3109
O 2.49982 5.04353 -1.80493 0.6226 -0.5372 1.4293
C 2.19634 4.36203 -0.51881 -0.4214 0.7174 -1.9144
C 0.67201 4.33259 -0.22847 0.7050 1.5949 0.6082
O 0.22007 5.67916 0.19385 -0.6459 -1.2058 -0.4319
C -1.22322 5.80591 0.44929 1.7847 -0.4265 -0.3371
H 5.97182 8.78993 -1.34467 -0.2130 -0.2862 -1.0559
H 5.32861 8.11859 0.06441 -0.2743 -0.0838 0.3893
H 4.31901 9.28466 -0.81303 0.2333 -0.0165 -0.1294
H 4.85123 5.89159 -0.38004 0.5077 -0.2594 0.3336
H 5.79000 6.06804 -1.90680 0.2213 -0.2069 -0.0046
H 4.33958 4.04992 -1.85642 0.1156 -0.2149 0.0154
H 4.00302 5.19792 -3.17416 -0.2903 -0.2322 -0.1315
H 2.80974 4.81309 0.26118 -0.4079 0.2444 0.2936
H 2.53952 3.33358 -0.63117 -0.0491 -0.3501 0.0346
H 0.56606 3.58454 0.55722 -0.2425 0.1773 0.4162
H 0.08099 3.94504 -1.05829 0.1095 0.3100 -0.3941
H -1.76795 5.14851 -0.22837 -0.1984 -0.0972 0.1288
H -1.53239 6.83717 0.27890 0.3033 -0.0029 -0.1455
H -1.40880 5.58098 1.49956 -0.2004 -0.2555 0.0264
C 2.03935 1.83277 -3.61024 -0.7785 -0.8329 1.0428
O 1.12679 2.19254 -4.59883 -0.2353 0.6661 -1.0634
C 0.44969 3.41403 -4.32526 -0.4970 0.3702 -1.4064
C -0.44673 3.79318 -5.59036 2.3034 -0.5068 0.9103
O 0.51990 3.90315 -6.65488 -0.6278 -0.1129 -0.3251
C -0.08126 4.19854 -7.91909 0.3523 -0.4716 0.4780
C 0.82966 3.88309 -9.09453 0.6338 0.7266 -0.3625
O 1.98724 4.69182 -9.08985 0.4572 0.7161 1.3188
C 3.04241 4.31302 -9.93915 -1.0894 -0.6353 -0.0676
H 1.41806 1.44517 -2.80286 0.1666 0.3599 0.9993
H 2.69221 2.63942 -3.27675 0.0257 0.0861 -0.0582
H 2.59725 0.92605 -3.84410 0.2313 0.2934 -0.8478
H 1.12725 4.25706 -4.18997 0.5253 -0.0594 -0.1877
H -0.07815 3.37869 -3.37225 -0.4785 -0.3155 -0.0955
H -0.92103 4.75953 -5.41920 -0.2065 0.0138 0.0958
H -1.18805 3.02785 -5.82019 -0.1231 -0.0814 0.0202
H -0.42076 5.23430 -7.91312 0.0161 0.1855 -0.2380
H -0.94046 3.54308 -8.06142 -0.4117 -0.0169 -0.0041
H 0.34039 4.15082 -10.03103 -0.7538 -0.2431 -0.1175
H 1.06754 2.82115 -9.15623 0.1589 -0.2175 0.3276
H 3.81113 5.08543 -9.96237 -0.2440 -0.0135 0.0613
H 2.59171 4.14653 -10.91753 0.4312 0.0935 -0.5672
H 3.46076 3.35982 -9.61586 0.2907 -0.1082 0.0849
C 0.53513 -7.20889 10.34183 0.2976 -0.5374 1.0546
O 0.64048 -8.63342 10.30925 0.2587 0.1254 0.2877
C 1.00758 -9.19486 9.06620 -0.5587 0.7901 -0.2016
C 2.39941 -8.80359 8.58718 -0.1226 0.0233 -0.3474
O 2.50247 -7.50398 7.99385 -0.8297 0.3150 0.0343
C 1.97112 -7.36888 6.66382 1.4863 -1.5835 -0.0880
C 2.12618 -5.96613 6.12573 -1.6413 0.5028 1.0677
O 1.18222 -5.84060 5.08667 -0.1593 -0.2721 -1.7181
C 0.91950 -4.51132 4.63449 0.0339 -0.4768 0.5967
H -0.10787 -6.82880 9.54800 0.0737 0.1181 -0.0351
H 1.49661 -6.69997 10.41003 0.3022 -0.1196 -0.8794
H 0.15689 -6.97980 11.33810 -0.7239 -0.1041 -0.1557
H 0.23803 -8.88707 8.35828 0.0456 0.2487 -0.5659
H 0.86000 -10.27377 9.11395 0.4418 -0.0603 0.4225
H 2.76182 -9.56785 7.89968 0.0422 -0.0905 -0.3523
H 3.08219 -8.82039 9.43665 -0.0223 0.2191 0.0542
H 1.01241 -7.84447 6.45700 -0.5219 0.5868 0.6460
H 2.63828 -7.96579 6.04197 0.1779 -0.3670 -0.3185
H 3.18566 -5.83964 5.90300 -0.0421 0.5392 -0.5293
H 1.76227 -5.22440 6.83671 0.6948 0.0757 0.7588
H 0.45458 -3.95368 5.44750 0.5836 0.4616 0.3578
H 0.13227 -4.44956 3.88312 0.1871 -0.8334 -0.3263
H 1.83860 -4.08630 4.23112 -0.0210 0.4921 0.1877
C 5.53081 0.64573 5.75374 -1.2614 -0.8907 -0.5431
O 4.86180 1.86181 5.78626 -0.4952 1.9851 0.2641
C 3.58227 1.94372 5.13180 1.4412 -0.9598 -0.0658
C 3.61847 1.55619 3.60889 -1.0511 0.4076 0.9650
O 4.71998 1.99294 2.86512 0.6627 0.2785 0.1190
C 4.67330 3.36243 2.49777 1.1310 0.5815 -0.5473
C 5.92784 3.76483 1.65740 -1.0981 -2.6377 -0.3211
O 5.81682 2.86694 0.48315 0.6833 1.2254 0.3810
C 6.89805 2.87850 -0.44957 -0.1810 0.9180 -0.2288
H 6.33248 0.56816 6.48819 0.1751 0.6083 -0.3412
H 5.80431 0.45568 4.71586 0.6664 -0.3728 0.1015
H 4.81465 -0.11926 6.05376 -0.1053 -0.5770 -0.0219
H 3.18377 2.93514 5.34718 0.3706 0.1844 -0.3550
H 2.91267 1.25903 5.65232 -0.3345 -0.3796 -0.1676
H 2.68880 1.95923 3.20719 -0.2004 0.2712 -0.2379
H 3.48636 0.48422 3.46215 0.5719 -0.1555 0.1759
H 4.70363 4.04273 3.34886 -0.3878 -0.1167 0.4126
H 3.76879 3.51631 1.90931 -0.0938 0.2720 -0.0763
H 6.82375 3.52872 2.23158 0.1584 -0.2100 -0.0191
H 5.96091 4.83543 1.45529 -0.3285 -0.0096 -0.5143
H 7.81152 2.38721 -0.11445 -0.1063 -0.2252 0.3112
H 7.16852 3.89122 -0.74848 0.1124 0.4267 0.3797
H 6.58670 2.47186 -1.41176 -0.3460 -0.5979 0.3383
C -5.68898 -0.67448 -3.21515 -0.4318 0.5883 0.2151
O -6.35530 0.43663 -2.64633 -1.2028 0.6971 0.5406
C -7.81592 0.48832 -2.76536 2.0002 -0.3105 0.4879
C -8.49798 -0.71024 -2.14783 0.3110 -0.2199 0.7577
O -8.07867 -0.82851 -0.74761 -0.4182 1.1629 -1.2071
C -8.78456 -1.75073 0.05032 0.9229 -1.3992 -0.7799
C -8.15894 -1.86065 1.41587 -0.4953 2.7807 0.9897
O -8.32318 -0.52961 2.02412 1.0858 -0.5933 0.4925
C -7.57901 -0.42044 3.25255 -0.9855 -0.1763 -0.1142
H -6.03971 -0.83818 -4.23411 0.1919 -0.1616 -0.2436
H -5.82479 -1.58047 -2.62453 0.0350 -0.1239 0.0391
H -4.64464 -0.36309 -3.19314 0.0981 -0.3851 -0.2449
H -8.00888 0.63897 -3.82752 -0.5601 -0.3411 -0.0829
H -8.14810 1.36944 -2.21637 0.3119 0.1076 -0.0285
H -8.27165 -1.62238 -2.70000 0.1821 -0.2670 0.1076
H -9.56366 -0.53020 -2.28936 -0.3327 -0.1080 0.5055
H -8.54103 -2.72101 -0.38253 -0.6163 -0.6175 -0.2434
H -9.86597 -1.61411 0.05211 -0.0211 0.2941 0.1703
H -7.09359 -2.08733 1.37417 0.1170 -0.1366 -0.2328
H -8.66017 -2.55344 2.09181 -0.1127 -0.4256 -0.3383
H -7.91360 -1.19938 3.93769 0.2109 -0.3550 0.0966
H -7.82219 0.50379 3.77672 -0.1362 0.2288 -0.4833
H -6.49552 -0.46096 3.14080 0.0780 -0.1987 -0.2909
```
Positions in Å, forces in eV/Å.

Summary:
gap between HOMO and LUMO: 9.29 eV
calculated total energy: -358761.7215 eV
LUMO energy: 0.14 eV
total charge: 0